No. 1
Here is 13 unconnected molecules or ions with the total composition C16H52IN2O12S from the Open Molecules 2025 dataset. Energies are from ωB97M-V/def2-TZVPD.

The calculation puts the energy relative to the best compared isomer or geometry (same formula, charge and spin) at 0.0 kJ/mol. As for the total charge: +1. As for the HOMO energy: -11.61 eV. As for the orbital gap: 0.23934 Eh.

Each line ends with the Löwdin charge.
Atoms and positions in Å:
1 S -6.152 -3.394 -4.588  0.888
2 C -4.433 -3.748 -4.199  -0.558
3 C -3.792 -2.944 -3.283  -0.111
4 C -2.486 -3.306 -3.005  -0.649
5 I -1.342 -2.305 -1.612  1.193
6 C -2.008 -4.429 -3.718  -0.139
7 N -2.637 -5.135 -4.605  0.142
8 N -3.888 -4.768 -4.828  0.056
9 H -6.760 -4.024 -3.555  -0.084
10 H -4.266 -2.100 -2.804  0.122
11 H -0.990 -4.744 -3.503  0.107
12 H -4.430 -5.314 -5.490  0.176
13 C -1.653 1.548 0.816  -0.145
14 O -2.732 0.825 0.216  -0.152
15 H -1.862 1.671 1.875  0.070
16 H -0.717 0.994 0.697  0.075
17 H -1.559 2.533 0.354  0.080
18 H -2.518 0.735 -0.716  0.041
19 C 1.955 -4.850 -5.168  -0.146
20 O 1.342 -5.933 -4.468  -0.133
21 H 2.910 -4.630 -4.699  0.083
22 H 2.122 -5.129 -6.211  0.081
23 H 1.318 -3.961 -5.121  0.065
24 H 0.504 -6.119 -4.899  0.056
25 C -2.477 -1.310 2.825  -0.147
26 O -3.016 -2.367 2.033  -0.146
27 H -2.542 -1.607 3.869  0.082
28 H -1.429 -1.134 2.569  0.077
29 H -3.050 -0.393 2.676  0.071
30 H -2.957 -2.101 1.112  -0.001
31 C 0.151 3.452 3.893  -0.141
32 O -1.026 3.920 3.218  -0.136
33 H 0.275 2.394 3.679  0.084
34 H 1.021 3.994 3.536  0.064
35 H 0.044 3.589 4.971  0.070
36 H -1.122 4.854 3.418  0.081
37 C 1.718 4.801 0.348  -0.136
38 O 1.181 3.875 1.294  -0.157
39 H 2.798 4.688 0.328  0.061
40 H 1.319 4.598 -0.651  0.079
41 H 1.475 5.823 0.640  0.081
42 H 0.224 3.986 1.307  0.045
43 C 2.384 -0.367 -2.210  -0.160
44 O 1.255 0.154 -1.512  -0.184
45 H 2.052 -1.179 -2.856  0.062
46 H 2.838 0.413 -2.822  0.083
47 H 3.115 -0.748 -1.497  0.070
48 H 1.580 0.866 -0.951  0.062
49 C 4.626 6.664 1.771  -0.155
50 O 4.009 7.040 0.543  -0.137
51 H 3.840 6.438 2.488  0.076
52 H 5.248 5.775 1.632  0.075
53 H 5.238 7.480 2.159  0.077
54 H 4.710 7.238 -0.082  0.076
55 C -5.826 -3.928 0.187  -0.114
56 O -6.000 -4.771 -0.959  -0.129
57 H -6.283 -4.411 1.046  0.090
58 H -4.763 -3.780 0.386  0.069
59 H -6.311 -2.965 0.015  0.063
60 H -5.588 -4.319 -1.697  0.007
61 C 5.395 0.754 0.533  -0.141
62 O 4.223 1.170 -0.174  -0.137
63 H 5.572 -0.296 0.317  0.074
64 H 6.257 1.334 0.205  0.075
65 H 5.249 0.880 1.609  0.081
66 H 4.082 2.099 0.027  0.068
67 C 8.861 -0.790 0.787  -0.153
68 O 8.272 -0.434 -0.461  -0.138
69 H 8.062 -1.067 1.471  0.074
70 H 9.536 -1.640 0.664  0.077
71 H 9.412 0.056 1.206  0.078
72 H 8.985 -0.191 -1.057  0.075
73 C 1.411 2.830 7.727  -0.163
74 O 1.314 1.712 6.848  -0.134
75 H 1.740 3.688 7.147  0.073
76 H 0.439 3.052 8.174  0.077
77 H 2.139 2.634 8.518  0.076
78 H 1.023 0.961 7.371  0.072
79 C -7.800 -0.619 -2.834  -0.159
80 O -7.126 -1.283 -1.762  -0.156
81 H -7.048 -0.210 -3.504  0.073
82 H -8.422 -1.331 -3.382  0.070
83 H -8.419 0.193 -2.452  0.084
84 H -7.797 -1.641 -1.174  0.074

No. 2
Here is a molecular structure, C2H4F2Na from the Open Molecules 2025 dataset. Energies are from ωB97M-V/def2-TZVPD.

The calculation puts the energy relative to the best compared isomer or geometry (same formula, charge and spin) at 0.0 kJ/mol. As for the total charge: +1. As for the HOMO energy: -15.82 eV. As for the orbital gap: 0.38896 Eh.

Each line ends with the natural charge from an NBO analysis.
Atoms and positions in Å:
1 F -0.343 -0.393 1.318  -0.373
2 F -0.523 -1.072 -0.766  -0.373
3 C 0.577 0.969 -0.366  -0.687
4 C 0.305 -0.425 0.113  0.556
5 H -0.370 1.526 -0.466  0.231
6 H 1.079 0.949 -1.348  0.248
7 H 1.225 1.502 0.350  0.248
8 H 1.210 -1.053 0.239  0.153
9 Na -3.161 -2.002 0.925  0.997

No. 3
Here is a single C5H6Cl2 molecule from the Open Molecules 2025 dataset. Energies are from ωB97M-V/def2-TZVPD.

The calculation puts the energy relative to the best compared isomer or geometry (same formula, charge and spin) at 151.8 kJ/mol. As for the total charge: 0. As for the HOMO energy: -9.74 eV. As for the orbital gap: 0.39006 Eh. As for the structure (SMILES): ClC1(Cl)CC12CC2.

Each line ends with the natural charge from an NBO analysis.
Atoms and positions in Å:
1 C 1.036 0.781 -0.575  -0.379
2 C 1.122 -0.700 -0.817  -0.389
3 C -0.498 -0.105 1.392  -0.395
4 C 0.097 -0.140 0.096  -0.097
5 C -1.368 -0.185 0.189  -0.097
6 Cl -2.178 1.340 -0.166  -0.024
7 Cl -2.376 -1.508 -0.041  0.063
8 H 1.844 1.246 -0.087  0.214
9 H 0.763 1.358 -1.435  0.214
10 H 0.650 -0.767 -1.783  0.215
11 H 1.952 -1.314 -0.731  0.226
12 H -0.483 -0.843 2.103  0.225
13 H -0.561 0.840 1.854  0.225

No. 4
Here is 2 unconnected molecules or ions with the total composition C4H7NOS from the Open Molecules 2025 dataset. Energies are from ωB97M-V/def2-TZVPD.

The calculation puts the energy relative to the best compared isomer or geometry (same formula, charge and spin) at 544.6 kJ/mol. As for the total charge: 0. As for the HOMO energy: -8.20 eV. As for the orbital gap: 0.32099 Eh.

Each line ends with the natural charge from an NBO analysis.
Atoms and positions in Å:
1 C -1.476 0.031 0.151  0.010
2 C 1.443 0.398 -0.569  -0.453
3 C 1.060 1.443 0.465  -0.449
4 C 0.615 0.045 0.531  -0.179
5 N -1.897 -1.207 0.062  -0.338
6 O -0.969 -2.249 0.147  -0.529
7 S -2.136 1.424 -0.039  -0.014
8 H 0.946 0.471 -1.502  0.216
9 H 2.351 -0.019 -0.492  0.210
10 H 1.833 1.781 1.087  0.218
11 H 0.395 2.055 0.001  0.233
12 H 0.824 -0.596 1.375  0.225
13 H -2.548 -1.562 -0.596  0.387
14 H -0.441 -2.014 -0.619  0.462